# C32H74O13

A 9-piece molecular cluster, C32H74O13 overall in a non-equilibrium geometry (the ωB97M-V functional and the def2-TZVPD basis, the OMol25 dataset).

Computed properties:
ΔE to the lowest compared entry with this formula, charge and spin: 0.0 kcal per mole
Gap between HOMO and LUMO: 9.8783 eV
SMILES string: C#CCCCOC(=O)OCC(=O)O.CC(C)O.CC(C)O.CC(C)O.CC(C)O.CC(C)O.CC(C)O.CC(C)O.CC(C)O
Electronic energy: -60995.9605 eV

Each line ends with the Löwdin charge.
CARTESIAN COORDINATES (ANGSTROEM)
C (-5.22076, 2.65801, -0.01068)  -0.050
H (1.09866, -3.57850, -6.37605)  0.137
C (3.39502, 3.31803, 2.28396)  0.061
H (-8.41938, 2.04644, 4.10955)  0.080
H (-1.22760, -2.82493, -5.79708)  0.083
H (8.30103, 2.26355, 0.73397)  0.079
H (3.97563, 6.94671, 6.48606)  0.080
H (-0.28106, -6.97788, -0.82284)  0.072
O (-1.60430, -1.74539, -0.96748)  -0.060
C (-6.38223, 3.53944, -0.44144)  -0.496
O (1.23620, -5.45382, 0.73981)  -0.079
C (0.71824, -7.37221, -0.61588)  -0.060
H (-6.31119, 1.21608, 5.19672)  0.139
H (-0.62937, -2.21852, -4.23679)  0.080
H (-6.03599, 3.33473, -2.57369)  0.082
H (-7.01052, 3.01527, 3.62579)  0.082
H (-1.74729, 2.39254, 0.42279)  0.151
C (-6.14976, 4.12413, -1.82564)  -0.062
C (6.53443, 6.02909, 5.93532)  -0.067
C (2.89781, 2.79762, -1.61775)  -0.158
C (1.69741, -6.23764, -0.35904)  -0.493
H (7.22643, 0.12396, 0.05552)  0.139
C (4.04782, 5.88022, 6.25577)  -0.067
C (-3.83348, -6.12909, -4.31411)  -0.501
H (-5.39575, 2.25422, 0.99066)  0.055
H (-3.01996, -4.39459, -3.31089)  0.077
H (-4.29030, 3.23353, 0.03876)  0.065
H (3.08200, -7.39036, 0.84696)  0.080
O (-2.01046, 4.88395, -0.28804)  0.017
O (-5.29959, 0.98920, 3.44037)  -0.066
H (-4.70478, -5.59019, -4.69795)  0.139
H (1.06601, -3.29930, 0.35121)  0.060
H (-1.41268, -3.52289, 0.01405)  0.137
H (-5.48675, 0.77462, 2.51533)  0.068
H (-7.66848, 1.82437, 2.51379)  0.077
H (-0.60038, -2.48520, 2.15377)  0.080
H (7.36381, 5.80979, 5.25663)  0.080
H (5.37387, 2.16132, 0.75590)  0.049
C (0.52886, -2.68184, -0.37168)  -0.056
C (6.00359, -0.09430, 1.81172)  -0.062
H (6.69280, -0.75083, 2.35015)  0.079
H (-2.40089, -5.92143, -2.69990)  0.073
O (1.90570, -3.00224, -4.59310)  -0.064
C (-4.21599, -7.56937, -4.01139)  -0.069
O (-0.50311, 1.50404, -1.00947)  -0.023
H (-2.02938, 5.75726, -0.75012)  0.124
C (6.74286, 0.76526, 0.79846)  -0.495
C (3.18554, 4.10839, 1.23995)  -0.079
C (-0.99903, 4.03353, -0.89633)  -0.304
C (2.45939, 4.92685, 0.02855)  -0.180
O (-6.54646, 4.59894, 0.49855)  -0.056
H (1.73719, -5.58131, -1.23348)  0.137
H (1.31743, 4.99924, 0.17958)  0.098
O (5.25846, 4.20337, 5.02778)  -0.079
C (-3.30196, -5.42504, -3.07584)  -0.063
H (-2.14814, -1.78289, 1.63436)  0.078
H (-0.58079, -3.94211, -4.57583)  0.068
H (-4.99182, -7.61849, -3.24230)  0.079
H (5.24906, -0.71103, 1.31466)  0.080
H (-1.18830, -0.87149, -0.97771)  0.060
H (1.01470, -0.64312, -5.48997)  0.076
C (1.12933, -1.43176, -6.24108)  -0.063
H (5.05900, 6.12447, 4.37300)  0.139
C (-1.09006, -1.89063, 1.37753)  -0.056
H (2.15583, 4.86636, -2.23412)  0.113
H (6.73108, 5.48073, 6.86264)  0.081
H (8.52847, 1.03829, 2.00092)  0.079
H (3.93271, 4.82357, -1.71126)  0.130
H (-7.30752, 2.95557, -0.43950)  0.139
H (-5.25162, 4.75076, -1.83944)  0.076
H (1.03607, -7.98323, -1.46518)  0.081
C (-0.74059, 2.62400, -0.12342)  -0.070
C (-6.53421, 0.97270, 4.15367)  -0.500
C (0.84343, 1.54536, -1.57273)  -0.349
H (-0.65879, -0.88377, 1.38408)  0.074
H (3.10561, 5.55483, 5.80528)  0.078
H (3.94918, 2.45123, -1.24100)  0.128
C (-7.46744, 2.02298, 3.57191)  -0.063
H (1.76815, -2.32170, -3.91802)  0.082
H (3.47864, -7.35910, -0.88545)  0.082
C (0.93465, -2.80555, -5.61917)  -0.498
H (0.62765, -8.01738, 0.26441)  0.082
O (5.80838, 1.58849, 0.10503)  -0.080
H (6.53678, 7.10005, 6.15599)  0.080
H (3.33003, 2.68775, 3.25484)  0.067
H (1.19737, -6.02613, 1.51968)  0.095
H (-5.73192, 5.12174, 0.50405)  0.088
C (-7.14551, -0.41722, 4.07280)  -0.067
H (2.85382, 6.02231, 0.12140)  0.115
O (0.93005, 0.99502, -2.73282)  0.062
C (7.78580, 1.64275, 1.47268)  -0.063
H (-3.34695, -8.14073, -3.66820)  0.079
H (1.01687, -1.70225, -0.42625)  0.079
H (-4.58509, -8.06649, -4.91317)  0.079
C (-0.93535, -2.53836, 0.01052)  -0.487
H (-8.08775, -0.46687, 4.62547)  0.080
C (3.08979, -6.76626, -0.05305)  -0.062
O (-0.37679, 4.42494, -1.93202)  0.049
H (0.03565, 2.74680, 0.72760)  0.155
C (-0.45912, -2.95440, -5.03001)  -0.062
H (5.47345, 0.52866, 2.53983)  0.072
H (2.13953, -1.33438, -6.64964)  0.078
C (5.21248, 5.59835, 5.31979)  -0.503
H (-5.07934, 1.82448, -0.70458)  0.089
H (0.40868, -1.25570, -7.04456)  0.079
H (4.15773, 5.32665, 7.19437)  0.081
H (0.62465, -3.13812, -1.36169)  0.075
H (-6.45911, -1.16341, 4.48357)  0.079
H (-7.33527, -0.70090, 3.03223)  0.081
H (2.89234, 2.58820, -2.74538)  0.141
H (7.31759, 2.32609, 2.18913)  0.079
H (3.78014, -5.94031, 0.14096)  0.081
C (2.87677, 4.40808, -1.43787)  -0.168
H (-4.05024, -5.40971, -2.27854)  0.081
H (5.39430, 3.72819, 5.86015)  0.089
O (-2.83763, -6.10839, -5.33408)  -0.062
H (-6.98683, 4.76488, -2.11746)  0.081
O (1.92482, 2.07404, -0.82439)  -0.025
H (-2.06175, -6.58333, -5.00345)  0.088